No. 1
The following is a quantum chemistry calculation of the molecule C3H9N3 in a non-equilibrium geometry, from the OMol25 dataset.

Geometry as XYZ:
```
15
Properties=species:S:1:pos:R:3:forces:R:3
H -1.054 1.856 -0.092 -4.08 -1.32 0.85
N -2.017 1.111 -0.020 5.38 4.14 -1.30
C -1.281 0.066 0.066 -7.27 -0.84 -0.49
N -2.213 -1.038 -0.086 2.83 -5.32 -0.90
C 0.018 0.036 0.611 2.26 1.21 2.80
C 1.014 0.472 -0.377 4.50 -0.12 -3.89
N 2.329 -0.446 -0.067 1.14 1.82 4.86
H -2.089 -2.095 -0.612 0.43 4.28 2.19
H -3.114 -0.735 -0.336 -0.88 0.87 -0.39
H 0.168 -0.913 1.038 0.90 -1.60 -0.22
H 0.190 0.665 1.566 -1.07 -0.45 -1.45
H 1.114 1.675 -0.747 -0.01 -3.01 2.03
H 0.789 0.060 -1.389 -0.19 0.04 0.73
H 3.243 -0.546 -0.514 -0.98 0.92 -1.64
H 2.902 -0.168 0.960 -2.97 -0.61 -3.20
```
Forces are in eV/Å.

Properties
HOMO energy: -8.735 eV
Total energy: -7722.5972 eV
Energy relative to the best compared isomer or geometry (same formula, charge and spin): 4.977 eV
HOMO-LUMO gap: 9.6 eV



No. 2
The following is a quantum chemistry calculation of a 11-piece molecular cluster, C12H51BNO13P2S overall in a non-equilibrium geometry, from the OMol25 dataset.

Geometry as XYZ:
```
81
Properties=species:S:1:pos:R:3:forces:R:3
C -2.084 2.007 2.345 -0.37 -0.56 -0.31
C -1.485 0.940 1.407 0.33 1.00 0.77
B -0.032 1.146 0.926 -1.39 -0.16 -0.30
O 0.358 0.817 -0.306 0.77 -0.89 0.17
S 1.434 1.819 1.992 1.35 0.04 0.43
P 1.601 0.294 3.547 -0.81 0.06 0.17
O 2.302 -0.813 2.949 0.95 -1.22 -0.62
P 0.970 3.786 2.940 -1.60 1.44 0.61
N 2.115 4.785 2.306 0.12 -1.00 -0.46
O 1.591 3.514 4.417 -0.08 -0.56 0.22
H -3.154 2.001 2.202 -0.38 0.05 0.03
H -1.757 3.011 2.133 0.22 0.28 0.06
H -1.936 1.743 3.382 0.29 0.20 0.39
H -2.096 0.840 0.522 -0.11 -0.21 -0.38
H -1.521 -0.015 1.928 -0.02 -0.44 -0.05
H 0.746 -0.085 -0.260 0.06 0.26 -0.69
H 0.262 -0.041 3.803 -0.12 0.56 0.36
H 2.201 0.904 4.655 -0.24 0.41 -0.08
H 1.695 5.577 1.836 0.09 0.00 -0.19
H 2.849 4.360 1.743 0.36 0.51 0.04
H 0.857 3.337 5.033 0.25 -0.05 0.00
C -0.832 -2.556 -1.243 -0.17 0.33 -0.27
O -1.992 -2.003 -1.862 -0.04 0.07 0.35
H -1.076 -3.539 -0.855 -0.07 -0.01 0.00
H -0.026 -2.648 -1.961 0.14 -0.07 0.12
H -0.513 -1.912 -0.406 0.09 -0.15 0.08
H -1.745 -1.135 -2.200 0.04 -0.14 -0.17
C 4.642 -1.444 1.018 0.32 0.01 -0.35
O 4.825 -1.537 -0.394 -0.05 0.09 0.08
H 3.636 -1.771 1.244 -0.06 -0.05 -0.03
H 5.351 -2.086 1.547 -0.04 0.03 0.09
H 4.766 -0.410 1.356 -0.04 -0.03 0.11
H 5.721 -1.251 -0.600 -0.07 -0.08 -0.02
C 1.612 -0.226 -4.044 0.02 0.06 0.17
O 0.850 -0.397 -2.847 -0.02 -0.04 -0.03
H 1.307 -0.999 -4.742 -0.04 -0.04 0.02
H 1.421 0.753 -4.489 0.01 -0.03 -0.06
H 2.680 -0.330 -3.842 0.01 -0.03 -0.06
H 1.120 0.282 -2.226 0.02 0.18 -0.22
C 3.140 5.748 6.697 -0.17 -0.09 -0.15
O 1.720 5.674 6.582 -0.04 -0.06 0.03
H 3.366 6.306 7.600 -0.03 0.02 0.03
H 3.580 4.751 6.779 0.07 0.03 0.02
H 3.575 6.268 5.841 0.07 0.01 0.03
H 1.515 5.179 5.784 0.21 0.22 0.05
C 2.679 -4.370 -1.523 -0.21 -0.13 -0.16
O 1.314 -4.721 -1.700 0.11 0.04 0.02
H 2.753 -3.742 -0.638 0.01 0.02 0.00
H 3.299 -5.259 -1.374 0.08 0.05 0.03
H 3.057 -3.810 -2.383 0.08 0.03 0.06
H 1.260 -5.277 -2.489 0.07 -0.13 0.03
C -4.725 -0.636 -2.051 -0.38 -0.06 0.02
O -6.037 -0.115 -2.236 0.11 0.01 0.06
H -4.018 0.159 -2.278 -0.03 0.05 -0.04
H -4.584 -0.958 -1.016 0.13 -0.04 -0.03
H -4.543 -1.479 -2.718 0.15 -0.03 0.06
H -6.659 -0.823 -2.034 0.02 0.07 -0.05
C 5.058 6.392 -0.211 -0.02 -0.04 0.09
O 4.308 5.585 0.709 -0.07 0.15 0.10
H 5.121 5.849 -1.149 -0.02 -0.05 0.00
H 4.559 7.346 -0.384 0.02 0.01 -0.04
H 6.065 6.570 0.166 0.02 0.00 -0.04
H 4.266 6.074 1.539 0.13 -0.03 -0.04
C -5.333 -3.393 1.451 0.19 0.04 -0.20
O -5.135 -3.493 0.046 0.04 0.10 0.12
H -6.318 -3.793 1.675 -0.03 -0.01 -0.02
H -4.584 -3.973 1.996 -0.05 0.00 0.08
H -5.293 -2.350 1.781 -0.05 -0.02 0.08
H -4.262 -3.137 -0.155 -0.07 -0.08 -0.14
C -8.419 1.243 -4.108 -0.28 -0.02 -0.27
O -9.769 0.824 -4.300 0.08 0.04 0.03
H -8.172 1.106 -3.061 -0.02 -0.02 0.04
H -7.737 0.640 -4.711 0.11 0.05 0.07
H -8.300 2.299 -4.366 0.10 0.00 0.03
H -9.987 0.943 -5.229 -0.02 -0.03 0.09
C 3.134 -7.382 -3.571 -0.19 -0.08 0.03
O 1.812 -6.873 -3.763 0.03 0.03 0.10
H 3.830 -6.578 -3.788 -0.02 0.05 -0.02
H 3.280 -7.711 -2.539 0.07 0.00 -0.01
H 3.330 -8.215 -4.248 0.06 0.00 0.00
H 1.193 -7.587 -3.574 0.01 0.08 -0.06
```
Forces are in eV/Å.

Properties
HOMO energy: -11.182 eV
Net charge: +1
Total energy: -71458.5395 eV
HOMO-LUMO gap: 6.5 eV



- Which formula does entry 2 have?
  C12H51BNO13P2S



- Which formula does entry 1 have?
  C3H9N3



- Which formula does entry 1 have?
  C3H9N3